Entry 1:
69
Properties=species:S:1:pos:R:3:forces:R:3:lowdin_charge:R:1 method="wB97M-V/def2-TZVPD" max_force_ev_per_a=0.73 homo_ev=-3.69 de_lowest_kj_mol=0.0 total_charge=-1 energy_ev=-36659.017
O -0.659974 0.393748 -4.045522 -0.154 0.247 -0.326 0.054
O -2.025851 -3.957240 0.857170 -0.088 0.121 0.241 0.057
O 3.247792 3.942693 4.530999 -0.049 -0.005 0.072 0.036
O 0.074587 -5.252389 -3.141904 0.211 -0.141 0.169 -0.234
O 1.394483 4.757123 -0.683954 0.073 0.063 -0.057 0.025
N -3.250208 -4.511501 -4.665919 0.095 -0.020 -0.001 0.080
N 0.873232 1.981141 -4.492748 -0.008 0.090 0.061 -0.001
N -0.339483 4.741723 0.735986 0.033 0.095 0.070 0.011
N 4.707757 5.578375 4.067370 0.012 0.058 0.073 0.010
N -1.948922 -6.013372 1.742643 -0.059 -0.006 0.147 0.005
C -3.803318 -3.477011 -2.538792 -0.140 0.069 -0.069 -0.069
C 1.930282 4.888279 1.646356 -0.007 -0.002 -0.060 -0.020
C 0.002221 1.761860 -2.208928 -0.087 0.007 0.094 -0.013
C 3.904862 4.889805 4.923928 0.013 -0.015 -0.051 -0.550
C -0.721998 -5.945931 -2.242674 -0.239 -0.128 -0.067 -0.173
C 3.867880 5.350061 6.363672 -0.024 -0.023 -0.002 -0.013
C -1.685278 -2.840319 -3.884006 -0.049 -0.236 0.690 -0.157
C -3.999941 -4.673633 2.002802 0.003 0.009 0.013 -0.016
C 0.023871 1.309133 -3.649128 0.058 -0.082 0.152 -0.546
C -2.584158 -4.827189 1.486661 0.046 -0.119 -0.157 -0.547
C 0.476046 -3.969970 -2.601640 -0.027 0.615 -0.341 -0.240
C 5.553694 6.720758 4.348521 -0.056 -0.139 -0.193 -0.079
C -2.923367 -3.666220 -3.754297 0.079 -0.286 -0.284 -0.477
C -0.993499 4.754758 2.028997 -0.072 -0.048 -0.219 -0.077
C 1.753838 3.085786 -4.175032 -0.065 -0.176 -0.183 -0.092
C 0.992018 4.792986 0.467095 -0.029 -0.081 -0.026 -0.547
C -2.449059 -7.165187 2.458063 0.209 0.073 -0.158 -0.096
B -0.687945 -2.800990 -2.535592 0.048 -0.483 -0.032 -0.465
H -4.543656 -4.277545 -2.477400 -0.086 -0.008 -0.043 0.057
H 0.947538 -4.130819 -1.617763 -0.018 -0.118 0.108 0.074
H 4.688538 5.220166 3.125418 0.008 -0.004 -0.013 0.131
H -4.357205 -3.691916 1.708809 0.043 0.020 -0.035 0.080
H -4.113767 -4.987438 -4.400218 -0.024 -0.015 0.045 0.005
H 1.504656 3.963387 -4.777882 0.027 0.048 0.054 0.075
H -1.606994 -5.376427 -1.939449 -0.006 0.095 0.067 0.069
H -1.573410 3.841580 2.170978 0.014 -0.003 0.066 0.086
H -1.669377 5.608973 2.106754 0.014 0.006 0.064 0.079
H -3.222320 -3.450303 -1.622910 0.131 0.064 0.074 0.030
H -1.144011 -3.231023 -4.745441 -0.035 0.236 -0.248 0.083
H -2.013733 -1.811348 -4.056879 0.095 0.102 -0.108 0.073
H -4.655886 -5.432027 1.572548 -0.010 -0.016 0.046 0.079
H 1.664729 3.357489 -3.127558 -0.003 0.022 0.011 0.055
H 0.989826 1.659395 -1.758363 -0.003 0.077 0.033 0.086
H 2.947622 4.909835 1.267299 -0.014 -0.008 -0.079 0.075
H -0.696300 1.132625 -1.665809 0.004 -0.096 -0.080 0.085
H -0.094419 -1.727455 -2.472550 0.036 0.002 0.065 0.039
H 1.823612 4.032315 2.311254 0.021 0.051 0.076 0.078
H -4.332823 -2.524465 -2.623004 0.007 0.082 0.049 0.076
H 5.479496 6.999420 5.394120 -0.004 0.003 0.021 0.068
H -1.019913 -6.053857 1.352808 -0.014 -0.008 -0.073 0.134
H 1.286221 -3.635322 -3.259141 0.026 -0.143 -0.158 0.074
H -1.340905 -2.965268 -1.522458 -0.044 0.203 0.117 0.027
H 3.512792 6.378948 6.434188 0.051 0.019 0.030 0.082
H -0.913780 4.670692 -0.089003 -0.015 -0.056 -0.002 0.136
H 1.742034 5.800676 2.214949 0.000 -0.044 0.077 0.085
H -4.030664 -4.754660 3.091041 -0.044 -0.045 -0.005 0.075
H -1.818171 -7.388601 3.322435 -0.061 -0.031 0.039 0.076
H -2.464797 -8.044884 1.810038 -0.061 -0.031 0.038 0.079
H -0.169392 -6.218102 -1.326124 0.064 0.047 0.074 0.069
H -0.309309 2.805984 -2.135893 0.108 0.027 0.045 0.065
H 2.794991 2.818759 -4.374854 0.026 0.047 0.057 0.076
H 4.857560 5.286571 6.817345 0.001 0.059 0.015 0.083
H -3.459219 -6.982572 2.810479 -0.021 0.003 0.007 0.065
H 3.187935 4.703440 6.908576 -0.016 -0.035 -0.037 0.081
H -0.258892 4.820795 2.824406 0.017 -0.009 0.012 0.070
H 5.254873 7.576375 3.740361 0.018 0.045 0.047 0.083
H 0.859133 1.629215 -5.435825 0.016 -0.031 -0.006 0.130
H 6.596442 6.488093 4.125841 0.025 0.041 0.051 0.083
H -1.058616 -6.867976 -2.721249 0.001 -0.056 -0.058 0.077


Entry 2:
66
Properties=species:S:1:pos:R:3:forces:R:3:lowdin_charge:R:1 method="wB97M-V/def2-TZVPD" max_force_ev_per_a=0.59 homo_ev=-11.36 total_charge=+1 energy_ev=-33549.350
O -1.019729 -4.297688 -0.430036 -0.166 0.093 0.014 -0.048
O 3.383239 0.285669 1.988919 -0.023 -0.035 -0.075 -0.193
O -1.127072 3.699647 -2.338410 0.062 -0.072 0.018 -0.207
O -0.658711 0.052820 -0.703844 -0.027 -0.147 -0.571 -0.105
O -3.934670 4.604980 -2.142962 0.062 0.048 0.012 -0.183
O 2.226564 0.657222 4.678582 0.049 -0.065 -0.027 -0.186
N -2.129475 -2.509065 1.344290 -0.138 -0.115 0.491 -0.055
N 1.442458 -0.619274 -3.571748 0.151 -0.182 0.496 0.084
C -0.966206 -1.333369 -0.486969 -0.086 0.074 0.412 -0.176
C -1.756338 -3.824050 1.856113 -0.150 0.050 -0.122 -0.182
C 0.041557 -0.403248 -3.058048 -0.246 -0.304 -0.438 -0.033
C 1.848950 1.392647 3.533081 -0.024 -0.002 0.126 -0.202
C 2.024783 0.579814 2.271361 0.009 0.023 -0.159 -0.218
C -2.188054 2.986522 -1.714737 0.132 -0.120 -0.104 -0.204
C -3.758269 5.446487 -3.268858 -0.031 -0.014 0.003 -0.103
C 1.718336 -0.099210 -1.296105 0.005 -0.124 -0.303 -0.074
C 0.277142 0.302607 -1.714677 0.072 0.237 0.386 -0.314
C -1.551040 -4.882727 0.763853 -0.091 -0.087 0.092 -0.395
C 2.166345 -1.106054 -2.341337 0.282 -0.104 0.265 -0.093
C -1.053394 -1.590291 1.019007 0.076 -0.171 -0.217 -0.187
C -0.680730 -6.044861 1.249639 -0.079 -0.043 -0.116 -0.033
C 3.775813 -1.015996 2.384270 0.023 0.030 0.050 -0.104
C -3.529302 3.268332 -2.351183 -0.101 0.083 0.028 -0.207
C 3.496724 1.011969 5.199827 -0.026 0.019 0.020 -0.100
C -0.728048 4.861269 -1.626697 -0.021 0.030 -0.028 -0.100
H -0.068691 -4.311713 -0.341558 0.427 -0.081 0.010 0.071
H 1.512812 -1.272562 -4.348733 -0.111 0.064 -0.133 0.188
H -0.093289 -1.970350 1.390322 0.026 0.047 0.029 0.109
H -1.584353 5.493728 -1.386554 0.004 0.005 0.010 0.087
H 1.446831 -0.348282 2.351843 -0.022 0.005 0.010 0.110
H 3.747012 0.277935 5.962376 -0.014 0.000 0.017 0.092
H -2.525923 -5.278731 0.483062 -0.041 0.192 -0.199 0.139
H 4.267207 1.002720 4.424798 0.009 0.003 -0.002 0.085
H -2.227529 3.213893 -0.645398 0.008 0.008 0.015 0.135
H -0.549237 0.142249 -3.788078 0.086 0.225 0.032 0.145
H 0.790927 1.653916 3.636817 0.007 0.019 -0.023 0.129
H -0.874484 -3.785426 2.510302 0.142 0.113 -0.071 0.113
H 3.504909 -1.219867 3.421971 -0.003 -0.019 -0.005 0.087
H -4.472550 5.195641 -4.059614 0.022 -0.012 -0.015 0.091
H 1.633829 1.153370 1.422790 -0.053 0.014 0.055 0.117
H -0.212780 -1.979899 -0.939108 -0.007 0.017 -0.033 0.089
H -2.716341 -2.083686 2.044194 -0.138 0.113 -0.077 0.109
H -2.742925 5.378549 -3.668094 0.006 0.004 -0.008 0.083
H 1.733339 -0.548546 -0.307334 -0.026 0.134 0.092 0.114
H -1.957982 1.921537 -1.822361 -0.142 -0.010 0.084 0.100
H -0.395914 -1.394791 -2.958838 0.011 -0.003 0.120 0.136
H 3.465333 2.003264 5.662083 0.014 0.011 -0.023 0.092
H -2.588509 -4.152064 2.481067 0.090 -0.158 0.084 0.130
H -1.940108 -1.571627 -0.916185 0.058 -0.001 -0.141 0.135
H -0.043949 5.414615 -2.266707 0.017 -0.010 -0.005 0.091
H 0.227721 1.373058 -1.921590 0.008 0.085 0.266 0.142
H 1.794940 -2.105078 -2.122337 -0.136 -0.017 -0.117 0.131
H -3.944827 6.466192 -2.939909 -0.021 0.003 0.006 0.093
H 2.421849 2.322290 3.459893 0.010 0.009 -0.009 0.131
H 1.864186 0.270692 -3.835622 -0.066 0.025 -0.294 0.189
H 3.238229 -1.186601 -2.499816 0.019 0.215 -0.209 0.139
H 3.315643 -1.778699 1.741656 -0.024 -0.006 0.023 0.079
H -0.181952 -5.819677 2.191602 0.042 -0.022 0.020 0.075
H -0.210233 4.593487 -0.699308 -0.027 0.001 0.015 0.088
H -4.278548 2.617226 -1.889878 0.015 -0.021 -0.016 0.130
H -1.216346 -0.623854 1.496885 -0.079 0.042 0.007 0.126
H 0.076528 -6.271833 0.497424 0.045 -0.030 0.031 0.080
H 4.856870 -1.075602 2.278570 0.007 0.002 -0.024 0.093
H 2.362178 0.778009 -1.295054 0.133 -0.038 0.117 0.133
H -3.492256 3.037791 -3.421521 0.007 -0.007 -0.012 0.127
H -1.262488 -6.955429 1.372609 -0.018 -0.022 0.120 0.082


Entry 3:
85
Properties=species:S:1:pos:R:3:forces:R:3:lowdin_charge:R:1 method="wB97M-V/def2-TZVPD" max_force_ev_per_a=1.78 homo_ev=-12.27 total_charge=+1 energy_ev=-75778.445
P -0.201982 -1.243757 0.900552 1.108 0.217 0.653 0.486
O -4.979709 -5.924495 0.940127 0.050 -0.074 0.019 0.110
O 0.100091 6.698052 -5.129723 -0.022 0.003 0.027 0.045
O 1.427526 -0.200393 5.808956 -0.060 -0.002 0.039 0.064
O 4.866672 -1.902654 2.872432 0.013 -0.042 -0.147 0.054
O 0.333616 4.249491 -1.343487 0.038 0.001 0.072 0.074
O -4.332131 -3.875667 1.032371 0.000 0.208 -0.220 0.035
O 5.357487 -2.025457 7.840445 0.035 -0.003 0.055 0.077
O 5.688095 -1.392836 5.807026 -0.004 0.064 0.012 0.054
O 1.506618 7.778538 -6.350630 0.000 0.015 -0.057 0.087
O 1.093683 1.192161 4.200329 -0.090 0.011 0.024 0.045
O 4.590108 -0.539189 1.223455 -0.060 0.030 0.043 0.066
O 1.008963 -1.789793 1.512328 0.605 -0.397 0.349 -0.243
O -1.689181 3.554671 -1.131598 -0.053 -0.163 -0.040 0.035
O -1.154553 -2.386324 0.318106 -0.136 0.567 0.008 -0.214
O 0.126849 2.326827 -7.557562 0.020 0.037 -0.073 0.104
O 0.142732 -0.319042 -0.352486 -0.636 -0.314 -0.012 -0.200
O -0.629611 2.844229 -5.608204 -0.022 -0.236 -0.152 0.032
N -4.471602 -0.015247 -2.341170 -0.664 -0.790 -0.895 0.118
N -0.779113 4.057265 -1.773264 -0.070 0.149 -0.058 -0.430
N 5.120830 -2.053176 6.654929 -0.036 -0.012 -0.039 -0.445
N 5.118585 -1.491860 1.760282 0.118 -0.112 -0.103 -0.416
N -3.700932 -0.903577 -0.597841 0.373 -1.356 1.088 0.164
N -5.118325 -4.753134 0.705215 -0.024 0.007 0.052 -0.440
N -0.268146 2.043684 -6.455930 0.006 0.033 0.052 -0.436
N 1.166456 7.254227 -5.318166 0.030 -0.001 0.052 -0.445
N 1.660847 0.239491 4.703123 0.100 -0.059 -0.133 -0.431
C -1.040358 -0.227314 2.149164 -0.867 -0.399 -1.050 -0.191
C -0.704730 -3.734670 0.632299 -0.697 -0.935 0.133 -0.246
C 2.710475 -0.450792 3.905482 -0.021 0.187 0.031 0.012
C 1.265553 0.568319 -0.152343 0.076 0.903 -0.838 -0.255
C -2.493535 0.164328 1.874832 0.282 0.723 0.061 -0.183
C 4.042292 -2.975754 6.206176 -0.088 -0.039 -0.165 0.046
C -3.895031 0.975697 -1.608415 0.067 0.927 -0.282 0.012
C -0.311691 0.596116 -6.108848 -0.074 -0.062 0.180 0.050
C -3.380943 0.418099 -0.495684 0.245 -0.034 -0.142 -0.187
C -4.348665 -1.180434 -1.710625 0.217 0.708 0.158 -0.045
C 2.138315 7.296261 -4.189349 -0.054 -0.082 0.169 0.053
C -1.005925 -4.151841 2.074140 -0.029 -0.234 -0.817 -0.055
C -1.041863 4.467109 -3.177580 -0.260 0.124 0.186 0.044
C 1.579347 1.270505 -1.461564 0.342 -0.524 0.377 -0.061
C 6.168144 -2.222228 0.999486 0.078 0.049 -0.174 0.057
C -6.349675 -4.358514 -0.035332 -0.002 0.183 -0.049 0.050
C -2.638885 1.051919 0.614090 -0.562 -0.218 0.923 -0.106
H 3.042309 6.794835 -4.520834 0.031 0.090 -0.055 0.103
H 4.332349 -3.980142 6.499579 -0.027 0.023 0.103 0.102
H -2.809548 0.784003 2.708415 -0.076 -0.032 0.215 0.117
H 5.835503 -3.250273 0.893365 0.030 -0.020 0.103 0.102
H 3.947634 -2.894349 5.129801 0.075 0.027 -0.004 0.067
H 7.085005 -2.168297 1.578703 -0.038 -0.076 0.066 0.106
H -1.117237 -3.298019 2.729714 0.211 0.017 0.258 0.068
H -7.201826 -4.670862 0.560165 0.004 -0.088 -0.037 0.108
H 1.701431 6.790417 -3.335875 -0.037 -0.012 -0.033 0.085
H -0.973862 0.111843 -6.820227 0.090 0.000 -0.083 0.101
H 2.143810 0.594543 -2.097021 -0.138 -0.101 -0.312 0.078
H -3.231316 1.918249 0.892275 0.022 0.266 -0.021 0.132
H -0.223682 -4.830826 2.397956 0.158 0.171 0.351 0.085
H -6.335023 -4.876517 -0.990134 -0.044 -0.111 0.065 0.105
H -4.671770 -2.155314 -2.007620 -0.156 -0.088 -0.232 0.154
H -1.926544 -4.723255 2.056379 -0.273 0.082 0.311 0.056
H -1.681303 1.444597 0.292626 0.130 -0.083 -0.249 0.102
H 3.640975 -0.395206 4.461422 -0.041 -0.045 0.097 0.083
H -0.952511 -0.786697 3.073237 0.091 -0.021 0.213 0.099
H -0.463846 0.691291 2.229921 0.281 -0.048 0.181 0.086
H 1.009125 1.328865 0.583408 -0.075 -0.122 0.297 0.118
H 2.388518 -1.478327 3.777876 0.012 -0.006 -0.001 0.086
H 2.800882 0.043865 2.948972 -0.045 0.005 -0.024 0.072
H -0.358147 3.918934 -3.807195 0.155 0.066 -0.022 0.068
H -0.860588 5.534810 -3.247027 0.109 -0.021 -0.036 0.087
H -1.301583 -4.385260 0.001217 -0.093 0.164 -0.370 0.110
H 2.250462 2.087680 -1.216732 -0.091 0.326 -0.155 0.084
H 2.155418 0.030864 0.142053 -0.055 -0.353 0.457 0.097
H -3.183274 -0.675737 1.884920 0.051 -0.256 -0.069 0.103
H 0.699383 0.210504 -6.196200 -0.012 -0.009 -0.105 0.104
H -3.871803 2.011227 -1.883324 -0.047 0.103 -0.280 0.138
H 3.126808 -2.671841 6.705805 0.030 -0.024 0.071 0.100
H -0.681543 0.495239 -5.094975 0.017 0.062 0.007 0.086
H 2.333488 8.340924 -3.967763 0.067 0.005 -0.081 0.103
H -4.946006 0.059280 -3.227767 0.052 0.311 0.001 0.180
H -2.070423 4.231714 -3.422171 -0.001 -0.037 0.041 0.096
H -3.476394 -1.619756 0.089670 0.212 0.037 -0.079 0.138
H 0.325755 -3.903948 0.353554 0.257 0.512 0.046 0.108
H 6.286487 -1.746520 0.033426 -0.043 0.045 0.022 0.095
H 0.686182 1.618148 -1.966499 -0.078 0.177 -0.055 0.058
H -6.344864 -3.282593 -0.168754 0.014 0.005 0.077 0.079